This record from OMol25 describes C4H9N4 as an isolated structure. The level of theory is ωB97M-V/def2-TZVPD.

As for the spin multiplicity: 1. Its LUMO energy is -4.098 eV. The energy above the lowest of the compared OMol25 structures with the same formula, charge and spin comes out at 215.0 kJ/mol. Its total charge is +1. The calculation puts the highest occupied orbital energy at -13.5 eV.

Cartesian coordinates (Å):
C -2.013 -0.001 -0.622
C 1.437 -0.006 -0.703
C -0.273 0.699 0.711
C -0.407 -0.783 0.789
N -1.357 1.051 -0.213
N 1.016 1.152 0.104
N 1.210 -1.268 -0.116
N -1.512 -1.132 -0.129
H -2.897 0.218 -1.375
H 0.933 0.206 -1.724
H 2.550 -0.031 -0.967
H -0.412 1.141 1.709
H -0.300 -1.337 1.654
H -1.595 1.996 -0.590
H 1.739 1.317 0.831
H 1.941 -1.338 0.581
H -2.062 -1.923 0.186

=====

This record from OMol25 describes C32H61BCl24F3N2O3S2 as an isolated structure. The level of theory is ωB97M-V/def2-TZVPD.

As for the spin multiplicity: 1. Its LUMO energy is 1.484 eV. Its total charge is -1. The calculation puts the highest occupied orbital energy at -5.3 eV.

Cartesian coordinates (Å):
C -4.125 -4.023 -2.537
C -3.724 -2.567 -2.211
C -4.834 -1.483 -2.458
N -2.594 -2.161 -1.812
B -2.057 -2.832 -0.529
C -3.172 -3.245 0.570
C -4.010 -2.021 1.103
C -4.270 -2.162 2.664
O -5.657 -2.071 3.020
N -1.142 -1.766 0.182
C -1.011 -0.799 -0.470
S -0.750 0.639 -1.172
S -0.878 -4.293 -1.036
O -1.383 -5.620 -0.653
O 0.417 -4.128 -0.338
C -0.427 -4.259 -2.863
F -1.319 -4.878 -3.666
F -0.151 -3.024 -3.323
F 0.753 -4.962 -3.002
H -4.143 -4.226 -3.627
H -3.507 -4.795 -2.035
H -5.175 -4.188 -2.176
H -4.279 -0.561 -2.750
H -5.410 -1.772 -3.375
H -5.492 -1.338 -1.583
H -2.608 -3.641 1.457
H -3.856 -4.070 0.264
H -5.013 -1.989 0.626
H -3.440 -1.047 0.988
H -3.910 -3.147 3.032
H -3.716 -1.376 3.233
H -6.158 -1.611 2.338
Cl 2.728 -0.990 2.633
C 3.013 -1.522 0.952
C 3.688 -0.452 0.124
Cl 2.615 0.936 -0.170
H 2.053 -1.816 0.523
H 3.644 -2.403 1.004
H 3.963 -0.852 -0.848
H 4.593 -0.083 0.606
Cl 2.613 -9.276 -6.063
C 3.247 -7.722 -5.457
C 2.447 -6.546 -5.961
Cl 2.655 -6.296 -7.713
H 4.293 -7.649 -5.748
H 3.199 -7.763 -4.371
H 2.780 -5.633 -5.468
H 1.384 -6.671 -5.761
Cl 0.280 2.898 3.476
C 1.980 2.808 2.944
C 2.943 2.907 4.099
Cl 2.939 4.537 4.832
H 2.147 3.598 2.214
H 2.103 1.849 2.440
H 3.958 2.718 3.753
H 2.710 2.184 4.879
Cl 3.835 9.391 4.796
C 2.396 8.379 5.091
C 1.334 8.575 4.037
Cl 0.581 10.189 4.121
H 2.021 8.610 6.087
H 2.727 7.344 5.081
H 0.536 7.847 4.178
H 1.740 8.445 3.035
Cl -6.382 2.703 -1.176
C -4.811 3.122 -0.439
C -3.860 1.949 -0.415
Cl -4.385 0.670 0.713
H -5.001 3.503 0.563
H -4.387 3.929 -1.036
H -2.876 2.278 -0.081
H -3.750 1.501 -1.401
Cl -0.013 3.070 -2.291
C 0.275 4.694 -1.622
C -0.732 5.056 -0.553
Cl -2.367 5.293 -1.221
H 0.260 5.408 -2.444
H 1.279 4.688 -1.196
H -0.445 5.994 -0.078
H -0.789 4.287 0.217
Cl -2.381 8.627 1.164
C -1.917 10.236 1.775
C -2.688 11.347 1.102
Cl -2.239 11.537 -0.612
H -0.845 10.353 1.635
H -2.121 10.239 2.844
H -2.471 12.295 1.593
H -3.762 11.175 1.152
Cl 5.307 -3.030 -0.767
C 4.185 -4.316 -1.288
C 4.568 -5.661 -0.726
Cl 6.089 -6.278 -1.430
H 4.165 -4.324 -2.376
H 3.191 -4.037 -0.932
H 3.791 -6.390 -0.956
H 4.689 -5.622 0.355
Cl 6.605 2.089 4.117
C 7.120 3.552 4.992
C 7.315 3.294 6.467
Cl 5.775 2.974 7.304
H 6.378 4.331 4.817
H 8.062 3.872 4.546
H 7.755 4.172 6.941
H 7.976 2.447 6.640
Cl -4.037 -7.547 -3.226
C -3.988 -8.025 -4.940
C -3.431 -6.932 -5.822
Cl -4.526 -5.531 -5.935
H -4.997 -8.306 -5.241
H -3.354 -8.909 -5.004
H -3.295 -7.310 -6.835
H -2.468 -6.578 -5.459
Cl -0.867 -4.475 -6.683
C -0.995 -4.134 -8.425
C -1.511 -2.740 -8.696
Cl -3.219 -2.551 -8.228
H -1.638 -4.891 -8.871
H 0.005 -4.247 -8.843
H -1.449 -2.526 -9.763
H -0.929 -1.990 -8.163
Cl 1.731 0.955 7.508
C 2.250 2.411 8.393
C 2.430 2.150 9.869
Cl 0.881 1.838 10.693
H 1.515 3.194 8.212
H 3.196 2.725 7.956
H 2.872 3.024 10.347
H 3.084 1.298 10.046

=====

This record from OMol25 describes a 3-piece molecular cluster, C31H62F3N7O3P overall. The level of theory is ωB97M-V/def2-TZVPD.

As for the spin multiplicity: 3. Its LUMO energy (alpha / beta) is -4.052 / -4.052 eV. Its total charge is +1. The calculation puts the highest occupied orbital energy (alpha / beta) at -10.5 / -11.2 eV.

Cartesian coordinates (Å):
C 1.073 0.360 0.453
C 0.492 -0.157 -0.966
O 1.115 -0.025 -2.037
N -0.810 -0.857 -0.983
C -1.907 0.020 -0.505
C -2.634 0.617 -1.829
C -3.835 1.559 -1.313
C -3.813 3.044 -1.911
C -4.177 4.208 -0.882
C -5.750 4.454 -0.680
C -6.597 3.128 -0.413
C -8.110 3.487 -0.003
F -9.003 2.491 -0.490
F -8.543 4.708 -0.585
F -8.275 3.519 1.389
C -3.497 4.092 0.551
C -1.916 4.279 0.545
P -1.108 4.191 2.259
N -2.166 3.957 3.461
N -1.677 5.688 -0.007
C -2.217 5.613 -1.375
N -1.355 5.687 -2.398
N -3.648 5.505 -1.502
H 1.872 -0.373 0.796
H 0.194 0.432 1.191
H 1.464 1.409 0.260
H -0.771 -1.758 -0.492
H -2.667 -0.506 0.170
H -1.551 0.940 0.084
H -1.917 1.182 -2.505
H -3.076 -0.305 -2.352
H -4.805 1.062 -1.683
H -3.865 1.490 -0.180
H -2.820 3.176 -2.455
H -4.620 3.074 -2.735
H -6.184 5.080 -1.533
H -5.869 5.109 0.260
H -6.629 2.547 -1.404
H -6.128 2.449 0.364
H -3.913 4.966 1.176
H -3.748 3.154 1.137
H -1.352 3.571 -0.151
H -0.380 5.414 2.547
H -0.220 3.057 2.252
H -1.901 3.050 3.893
H -0.671 5.908 -0.034
H -0.395 5.369 -2.238
H -1.601 5.977 -3.354
H -3.931 5.544 -2.501
C 6.687 2.284 4.550
C 5.500 1.376 4.128
C 5.816 -0.110 4.423
C 6.736 -0.784 3.409
C 6.257 -0.533 1.985
C 6.073 0.967 1.684
N 5.194 1.637 2.688
O 3.921 1.241 2.455
C 7.466 1.638 1.638
C 5.541 1.132 0.242
C 4.350 1.785 5.082
H 6.819 3.126 3.862
H 6.531 2.737 5.532
H 7.631 1.738 4.612
H 4.880 -0.682 4.449
H 6.257 -0.204 5.420
H 7.765 -0.433 3.538
H 6.759 -1.861 3.601
H 6.971 -0.975 1.283
H 5.312 -1.069 1.830
H 7.377 2.715 1.467
H 8.065 1.228 0.820
H 8.063 1.499 2.537
H 4.593 0.612 0.077
H 6.248 0.718 -0.482
H 5.398 2.188 -0.005
H 4.047 2.825 4.913
H 4.665 1.699 6.125
H 3.469 1.147 4.976
C -0.263 -6.199 -4.314
C 0.027 -5.429 -2.997
C 0.583 -6.386 -1.916
C -0.466 -7.248 -1.221
C -1.639 -6.401 -0.742
C -2.250 -5.553 -1.873
N -1.222 -4.727 -2.574
O -0.872 -3.715 -1.749
C -2.968 -6.497 -2.867
C -3.396 -4.690 -1.297
C 1.177 -4.459 -3.368
H -1.154 -5.813 -4.821
H 0.547 -6.095 -5.040
H -0.394 -7.271 -4.154
H 1.094 -5.801 -1.141
H 1.345 -7.039 -2.354
H -0.812 -8.041 -1.892
H -0.011 -7.754 -0.365
H -2.400 -7.055 -0.305
H -1.297 -5.752 0.075
H -3.383 -5.936 -3.711
H -3.801 -7.010 -2.378
H -2.339 -7.283 -3.276
H -3.066 -4.030 -0.490
H -4.182 -5.323 -0.875
H -3.854 -4.073 -2.076
H 0.851 -3.726 -4.115
H 2.023 -5.007 -3.793
H 1.569 -3.919 -2.502

=====

This record from OMol25 describes C26H49F4Li2N5O12S2V as an isolated structure. The level of theory is ωB97M-V/def2-TZVPD.

As for the spin multiplicity: 1. Its LUMO energy is -6.560 eV. The energy above the lowest of the compared OMol25 structures with the same formula, charge and spin comes out at 0.0 kJ/mol. Its total charge is +1. The calculation puts the highest occupied orbital energy at -7.9 eV.

Cartesian coordinates (Å):
C 3.869 -3.635 2.726
C 2.585 -3.127 2.092
C 2.975 -2.564 0.743
C 2.134 -1.342 0.349
C 2.821 -0.705 -0.916
C 4.040 0.115 -0.419
C 3.697 1.446 0.098
F 4.747 -0.633 0.509
C 0.714 -1.823 -0.033
N -0.412 -0.861 0.253
C -1.717 -1.594 0.209
C -2.852 -0.630 0.419
O -2.933 0.368 -0.203
O -3.854 -1.052 1.314
C -3.972 -0.388 2.499
C -3.579 1.046 2.585
O -4.438 -0.998 3.428
C -0.241 -0.053 1.493
S -0.576 -0.955 3.031
C 1.131 0.563 1.477
N 2.125 -0.479 1.517
H 4.374 -4.329 2.062
H 4.538 -2.766 2.760
H 3.727 -4.129 3.689
H 1.867 -3.944 2.011
H 2.121 -2.364 2.710
H 3.998 -2.255 0.821
H 2.915 -3.320 -0.041
H 2.134 -0.048 -1.436
H 3.161 -1.478 -1.601
H 4.734 0.273 -1.252
H 3.312 1.480 1.103
H 4.791 2.043 0.252
H 3.094 2.003 -0.617
H 0.446 -2.798 0.360
H 0.725 -1.920 -1.116
H -0.464 -0.179 -0.540
H -1.729 -2.437 0.885
H -1.789 -1.975 -0.809
H -2.552 1.105 2.934
H -4.242 1.534 3.287
H -3.638 1.551 1.629
H -0.944 0.772 1.434
H -0.295 -2.200 2.644
H 1.230 1.230 2.326
H 1.159 1.180 0.572
H 3.062 -0.134 1.749
F 4.438 0.712 2.645
N -0.051 1.992 -1.897
O -0.180 2.550 -2.973
O 0.235 0.747 -1.841
O -0.181 2.602 -0.812
Li 4.319 -1.799 4.503
F 5.577 2.194 1.137
C -1.793 7.477 -4.280
C -1.262 6.723 -3.094
C -0.497 7.575 -2.097
O 0.361 6.601 -1.469
C 0.582 5.597 -2.402
O 1.359 4.731 -2.262
O -0.258 5.763 -3.446
H -0.980 7.981 -4.799
H -2.268 6.791 -4.980
H -2.520 8.224 -3.964
H -2.081 6.158 -2.607
H -1.117 7.995 -1.322
H 0.086 8.360 -2.571
Li -1.354 6.306 -0.346
F -4.728 0.016 -1.490
O 0.917 11.412 0.225
V 0.271 11.107 -1.282
O -0.405 10.411 -2.678
C -5.832 -8.884 1.487
C -4.419 -8.781 2.032
N -4.089 -7.417 2.486
C -3.386 -7.102 3.624
C -3.281 -5.751 3.666
N -3.915 -5.264 2.551
C -4.386 -6.288 1.851
C -4.072 -3.850 2.173
H -5.973 -8.264 0.602
H -6.037 -9.913 1.204
H -6.562 -8.576 2.235
H -3.688 -9.068 1.276
H -4.291 -9.439 2.887
H -3.037 -7.875 4.285
H -2.825 -5.081 4.372
H -4.922 -6.206 0.922
H -5.132 -3.620 2.141
H -3.639 -3.681 1.193
H -3.598 -3.204 2.904
C 3.175 3.361 -4.159
S 4.238 2.034 -4.705
O 5.134 1.698 -3.558
C 5.219 3.000 -5.854
H 2.507 2.970 -3.399
H 3.780 4.166 -3.744
H 2.586 3.717 -5.003
H 5.691 3.825 -5.321
H 4.574 3.374 -6.647
H 5.981 2.349 -6.275

=====

This record from OMol25 describes a 5-piece molecular cluster, C39H87F2N6O8Si overall. The level of theory is ωB97M-V/def2-TZVPD.

As for the spin multiplicity: 1. Its LUMO energy is -2.899 eV. Its total charge is +1. The calculation puts the highest occupied orbital energy at -9.6 eV.

Cartesian coordinates (Å):
C 0.287 0.771 -3.791
C 1.596 1.241 -3.146
C 2.804 1.256 -4.110
C 4.067 0.705 -3.454
N 5.149 0.270 -4.352
N 4.729 -0.636 -5.372
C 4.199 -1.985 -4.873
F 2.883 -1.796 -4.662
F 4.319 -2.740 -6.004
C 4.963 -2.574 -3.708
C 4.089 -3.011 -2.533
Si 4.998 -4.047 -1.223
C 5.969 -5.440 -2.010
C 3.664 -4.758 -0.122
C 6.069 -2.927 -0.170
C 6.315 -1.581 -0.461
C 7.083 -0.787 0.382
C 7.621 -1.330 1.537
C 7.401 -2.668 1.841
C 6.631 -3.456 0.995
H -0.284 0.176 -3.077
H -0.350 1.612 -4.056
H 0.462 0.132 -4.656
H 1.818 0.582 -2.301
H 1.475 2.237 -2.722
H 2.518 0.670 -4.987
H 2.985 2.276 -4.456
H 4.526 1.490 -2.852
H 3.840 -0.110 -2.767
H 5.637 1.043 -4.785
H 4.024 -0.249 -6.016
H 5.548 -0.872 -5.938
H 5.485 -3.443 -4.114
H 5.726 -1.874 -3.373
H 3.250 -3.624 -2.869
H 3.676 -2.155 -1.994
H 5.308 -6.293 -2.173
H 6.401 -5.183 -2.980
H 6.784 -5.758 -1.361
H 4.066 -5.484 0.582
H 3.208 -3.933 0.430
H 2.884 -5.222 -0.726
H 5.896 -1.129 -1.354
H 7.263 0.254 0.146
H 8.210 -0.724 2.213
H 7.823 -3.101 2.739
H 6.459 -4.497 1.248
C 0.335 -9.046 5.201
O 0.275 -9.984 4.144
C -0.962 -10.011 3.445
C -0.804 -9.483 2.037
N -0.533 -8.051 2.039
C -0.159 -7.496 0.746
C 1.128 -7.991 0.094
O 2.308 -7.619 0.781
C 2.694 -8.478 1.841
H 1.256 -9.235 5.749
H 0.350 -8.012 4.841
H -0.510 -9.162 5.886
H -1.724 -9.445 3.988
H -1.287 -11.054 3.393
H -1.729 -9.666 1.483
H -0.006 -10.067 1.557
H 0.202 -7.857 2.706
H -0.068 -6.414 0.870
H -0.983 -7.668 0.046
H 1.194 -7.517 -0.890
H 1.117 -9.074 -0.079
H 2.412 -9.515 1.643
H 2.267 -8.170 2.798
H 3.780 -8.422 1.927
C -2.396 8.103 -1.342
O -2.771 7.687 -2.639
C -2.069 8.334 -3.699
C -1.147 7.366 -4.405
N -0.033 6.969 -3.550
C 0.780 5.883 -4.071
C 0.122 4.523 -4.275
O -0.266 3.875 -3.078
C -1.543 4.238 -2.572
H -3.102 7.659 -0.643
H -1.384 7.776 -1.073
H -2.443 9.192 -1.243
H -1.514 9.199 -3.325
H -2.811 8.696 -4.412
H -0.749 7.847 -5.303
H -1.758 6.511 -4.725
H -0.395 6.705 -2.643
H 1.619 5.742 -3.382
H 1.207 6.200 -5.029
H 0.868 3.867 -4.739
H -0.726 4.570 -4.969
H -2.237 4.488 -3.379
H -1.486 5.078 -1.878
H -1.933 3.378 -2.027
C -5.750 14.748 -2.549
O -6.717 13.817 -2.990
C -7.348 14.153 -4.219
C -6.950 13.194 -5.318
N -5.551 13.363 -5.684
C -5.027 12.347 -6.589
C -4.989 10.902 -6.106
O -4.078 10.667 -5.047
C -4.573 10.918 -3.744
H -5.462 14.459 -1.540
H -4.855 14.752 -3.182
H -6.158 15.762 -2.520
H -7.116 15.184 -4.501
H -8.428 14.079 -4.064
H -7.571 13.388 -6.198
H -7.179 12.178 -4.966
H -4.990 13.373 -4.842
H -4.005 12.635 -6.847
H -5.608 12.380 -7.516
H -4.640 10.289 -6.940
H -5.984 10.530 -5.834
H -5.644 10.711 -3.669
H -4.384 11.948 -3.429
H -4.044 10.255 -3.059
C -1.436 -7.267 12.773
O -2.138 -8.196 11.975
C -3.510 -7.886 11.769
C -3.777 -7.512 10.328
N -3.165 -6.234 9.992
C -3.196 -5.894 8.575
C -2.447 -6.796 7.601
O -1.040 -6.769 7.746
C -0.505 -7.648 8.717
H -0.456 -7.695 12.979
H -1.298 -6.303 12.270
H -1.948 -7.092 13.724
H -3.829 -7.085 12.443
H -4.089 -8.781 12.011
H -4.858 -7.435 10.178
H -3.411 -8.338 9.703
H -2.203 -6.238 10.307
H -2.785 -4.887 8.471
H -4.243 -5.844 8.257
H -2.649 -6.425 6.592
H -2.809 -7.832 7.635
H -1.099 -8.562 8.807
H -0.420 -7.178 9.701
H 0.500 -7.915 8.389

=====

Repeat the first record exactly.
This record from OMol25 describes C4H9N4 as an isolated structure. The level of theory is ωB97M-V/def2-TZVPD.

As for the spin multiplicity: 1. Its LUMO energy is -4.098 eV. The energy above the lowest of the compared OMol25 structures with the same formula, charge and spin comes out at 215.0 kJ/mol. Its total charge is +1. The calculation puts the highest occupied orbital energy at -13.5 eV.

Cartesian coordinates (Å):
C -2.013 -0.001 -0.622
C 1.437 -0.006 -0.703
C -0.273 0.699 0.711
C -0.407 -0.783 0.789
N -1.357 1.051 -0.213
N 1.016 1.152 0.104
N 1.210 -1.268 -0.116
N -1.512 -1.132 -0.129
H -2.897 0.218 -1.375
H 0.933 0.206 -1.724
H 2.550 -0.031 -0.967
H -0.412 1.141 1.709
H -0.300 -1.337 1.654
H -1.595 1.996 -0.590
H 1.739 1.317 0.831
H 1.941 -1.338 0.581
H -2.062 -1.923 0.186

=====

Q: Among the records above, which one has the lowest total charge?
A: C32H61BCl24F3N2O3S2

=====

Q: Look up the total charge of the second one.
A: -1

=====

Q: total charge of number 3 (C31H62F3N7O3P)?
A: +1